(1)
DFT (wB97M-V/def2-TZVPD) results for a cluster of 2 separate species, C31H33NO3 in total at a distorted geometry.

Results
HOMO-LUMO gap = 2.0872 eV
electronic energy = -1481.42535 hartree
charge = 0

```
68
Properties=species:S:1:pos:R:3:forces:R:3:nbo_charge:R:1
C 4.1917 -1.2036 3.0836 -0.433 -0.423 0.114 -0.624
C 3.0920 -0.1655 3.0816 0.657 0.676 -0.138 -0.065
O 1.8150 -0.7031 3.3415 0.201 -0.524 0.041 -0.541
C 0.8833 0.3004 3.2533 -2.805 1.020 0.050 0.739
C -0.4976 -0.0557 3.5032 0.566 -0.411 -0.217 -0.433
C -1.5155 0.9356 3.3988 1.069 -0.739 0.066 0.507
O -1.3292 2.0499 2.9253 -0.106 1.892 -0.852 -0.700
C -2.9160 0.6424 3.8550 -0.571 -0.114 0.610 -0.486
C -3.6759 -0.1962 2.8370 -0.222 -0.096 -0.096 -0.382
C -2.9552 -1.5151 2.5155 0.014 -0.153 -0.075 -0.404
C -2.1834 -2.0597 3.7276 -0.052 -0.059 0.088 -0.397
C -0.7456 -1.5016 3.8372 0.007 -0.396 0.139 -0.400
O 1.2267 1.4481 2.9906 1.025 0.236 -0.372 -0.709
H 5.1769 -0.7546 2.9460 -0.111 0.168 0.004 0.202
H 4.1983 -1.7510 4.0256 0.052 -0.026 0.072 0.211
H 4.0423 -1.9318 2.2874 -0.014 -0.085 -0.086 0.199
H 3.2743 0.6099 3.8396 0.228 -0.109 -0.274 0.182
H 3.0217 0.3488 2.1122 0.391 -0.053 0.206 0.163
H -2.8881 0.1551 4.8337 -0.098 -0.145 -0.101 0.197
H -3.4283 1.5955 4.0247 0.183 -0.054 -0.226 0.219
H -4.6873 -0.3984 3.2118 0.106 -0.085 0.055 0.189
H -3.8221 0.3877 1.9197 0.105 -0.008 0.060 0.194
H -3.6868 -2.2477 2.1474 0.104 0.065 0.133 0.193
H -2.2449 -1.3640 1.6912 -0.039 0.045 0.128 0.193
H -2.7459 -1.8329 4.6401 0.019 -0.027 -0.107 0.189
H -2.1604 -3.1580 3.6950 0.210 0.183 -0.101 0.197
H -0.1086 -2.0813 3.1557 -0.156 -0.145 0.108 0.195
H -0.3404 -1.6937 4.8376 -0.158 -0.390 0.091 0.188
C -5.1094 0.8467 -3.5102 0.899 0.092 0.144 -0.397
N -3.6896 0.9240 -3.8763 -0.177 -0.838 -0.159 -0.496
C -3.4530 1.3466 -5.2628 0.226 0.098 1.021 -0.397
C -2.6899 1.1575 -2.8905 0.176 0.398 -0.295 0.264
C -1.9624 0.0910 -2.3204 -0.796 0.385 -0.436 -0.229
C -0.8842 0.3282 -1.5141 0.489 0.380 0.363 -0.115
C -0.4714 1.6425 -1.2173 0.091 -0.130 0.134 -0.166
C 0.7645 1.9277 -0.5161 -0.622 0.718 -0.438 0.363
C 1.0409 3.1404 0.2031 0.019 0.565 0.349 -0.161
C 2.4290 3.2416 0.4375 -0.435 1.541 0.765 0.119
C 2.9582 4.3753 1.0497 0.174 -1.529 -0.695 -0.207
C 2.1004 5.3819 1.4354 -0.985 0.285 0.063 -0.112
C 0.7228 5.2624 1.2489 0.447 0.578 0.240 -0.224
C 0.1842 4.1504 0.6535 -0.089 -1.004 -0.257 -0.052
C 3.0524 2.0554 -0.1072 0.846 -1.204 -0.573 0.002
C 2.0322 1.2525 -0.6691 0.972 -0.904 -0.046 -0.079
C 2.3855 0.0757 -1.3432 -0.721 0.700 0.276 -0.129
C 3.7105 -0.2778 -1.4360 0.727 -0.045 0.041 -0.228
C 4.7095 0.5230 -0.8816 -0.286 -0.664 -0.347 -0.130
C 4.3917 1.6862 -0.2165 -1.099 0.880 0.386 -0.194
C -1.2504 2.6996 -1.7362 0.778 0.085 0.558 -0.056
C -2.3212 2.4718 -2.5491 -0.544 -0.878 -0.389 -0.271
H -5.2121 0.5898 -2.4584 0.018 -0.059 0.020 0.215
H -5.6020 1.8024 -3.6787 -0.237 0.245 -0.012 0.175
H -5.6052 0.0862 -4.1084 -0.067 -0.086 -0.073 0.199
H -2.3838 1.3621 -5.4659 0.018 -0.045 -0.006 0.208
H -3.9250 0.6478 -5.9500 -0.089 -0.075 -0.009 0.204
H -3.8487 2.3449 -5.4414 -0.126 0.278 -0.214 0.172
H -2.2531 -0.9175 -2.5569 -0.100 -0.191 -0.061 0.236
H -0.3461 -0.4892 -1.0707 0.048 -0.268 0.097 0.228
H 4.0179 4.4567 1.2147 0.233 0.050 0.061 0.218
H 2.4913 6.2713 1.8999 0.077 0.139 0.108 0.222
H 0.0672 6.0520 1.5733 -0.065 0.116 0.146 0.227
H -0.8789 4.0205 0.5660 -0.239 0.049 0.137 0.240
H 1.6291 -0.5266 -1.8087 -0.119 -0.217 -0.143 0.221
H 3.9876 -1.1753 -1.9640 0.022 -0.138 -0.046 0.225
H 5.7430 0.2358 -0.9884 0.131 -0.081 -0.007 0.224
H 5.1576 2.3192 0.1955 0.199 0.103 0.092 0.224
H -0.9391 3.7094 -1.5474 0.059 0.241 0.014 0.216
H -2.8946 3.2901 -2.9499 -0.022 0.189 -0.130 0.227
```
Forces are in eV/Å.



(2)
DFT (wB97M-V/def2-TZVPD) results for a structure of composition C31H34As2N2O4SV at a distorted geometry.

Results
HOMO-LUMO gap = 4.3310 eV
electronic energy = -7424.89206 hartree
charge = +3

```
75
Properties=species:S:1:pos:R:3:forces:R:3:lowdin_charge:R:1
V 0.2946 0.2817 0.0549 0.743 -1.700 2.175 0.674
O -3.4109 -0.3003 3.9314 -0.269 0.116 0.182 0.134
C -2.4937 -1.2279 4.1344 0.332 -0.169 -0.142 -0.230
C -2.5888 -1.9783 5.3111 -0.098 0.032 0.053 0.031
C -1.6698 -2.9584 5.5932 -0.014 0.095 -0.136 -0.002
C -0.6212 -3.2478 4.6983 0.117 -0.089 -0.043 -0.048
C -0.5060 -2.5338 3.5429 -0.004 -0.085 0.013 -0.019
C -1.4237 -1.4977 3.2302 0.109 -0.175 -0.097 -0.074
C -1.1997 -0.7091 2.0724 -1.213 0.865 0.652 -0.328
O -0.1622 -0.9202 1.2645 -0.177 -1.040 0.707 -0.256
N -1.9615 0.3327 1.7745 -0.412 -0.396 0.677 0.101
N -1.4137 1.1055 0.8224 0.505 0.188 -0.781 -0.122
C -1.7600 2.3384 0.6492 -0.204 -0.182 0.260 0.012
C -1.2053 3.2169 -0.3599 0.484 -0.230 -0.199 -0.139
C -1.7280 4.4924 -0.5541 -0.121 -0.083 0.142 0.026
C -1.2235 5.3215 -1.5454 0.106 -0.001 -0.120 -0.005
C -0.1849 4.8816 -2.3563 -0.185 0.098 0.115 -0.005
C 0.3674 3.6205 -2.1723 0.343 -0.648 0.020 0.031
C -0.1273 2.7998 -1.1746 -0.982 1.614 0.026 -0.264
O 0.3844 1.5852 -0.8927 0.618 2.623 -2.117 -0.207
H -3.2398 0.2065 3.1220 0.102 0.001 -0.108 0.084
H -3.4054 -1.7526 5.9836 0.017 -0.011 0.013 0.140
H -1.7491 -3.5169 6.5161 -0.044 -0.008 0.000 0.131
H 0.0841 -4.0341 4.9275 -0.008 0.013 0.018 0.120
H 0.2955 -2.7465 2.8468 0.003 0.000 0.017 0.113
H -2.5269 2.7374 1.3085 -0.022 -0.071 0.024 0.170
H -2.5365 4.8320 0.0824 -0.014 0.011 -0.037 0.139
H -1.6405 6.3086 -1.6898 -0.005 -0.003 0.025 0.134
H 0.2078 5.5258 -3.1312 -0.005 -0.014 -0.012 0.133
H 1.1823 3.2683 -2.7926 0.027 0.034 0.003 0.136
C 3.2797 -2.2431 -1.3391 0.075 0.386 0.237 -0.215
As 1.4503 -1.5628 -1.2106 -0.088 -1.462 -1.384 1.227
C 0.5651 -3.2871 -0.9195 0.035 0.148 0.267 -0.220
C 0.9632 -1.0472 -3.0193 0.041 0.189 0.105 -0.402
C 1.8379 -1.0837 -4.0963 0.012 -0.153 0.175 -0.064
C 1.4293 -0.5901 -5.3307 -0.006 0.004 -0.058 -0.022
C 0.1519 -0.0773 -5.4959 0.013 -0.017 0.007 -0.022
C -0.7373 -0.0602 -4.4266 -0.088 -0.052 0.075 -0.062
C -0.3239 -0.5340 -3.1897 -0.031 0.111 0.185 -0.393
As -1.4606 -0.4557 -1.6199 -0.778 -0.512 -1.008 1.261
C -2.5456 -2.0813 -1.6410 0.165 0.031 0.342 -0.180
C -2.8752 0.8233 -1.9931 0.228 0.122 0.152 -0.193
H 3.9587 -1.5385 -1.8096 -0.074 0.062 -0.005 0.031
H 3.2045 -3.1505 -1.9374 -0.130 0.024 -0.046 0.066
H 3.6422 -2.5086 -0.3473 -0.049 0.021 0.015 0.054
H 0.2429 -3.6914 -1.8768 0.032 0.063 -0.054 0.059
H -0.2758 -3.1863 -0.2380 0.012 -0.009 -0.011 0.021
H 1.2895 -3.9695 -0.4785 0.029 0.031 0.032 0.053
H 2.8306 -1.5010 -3.9853 0.028 0.057 -0.049 0.109
H 2.1179 -0.6034 -6.1650 -0.009 -0.016 -0.002 0.130
H -0.1551 0.3189 -6.4545 -0.009 -0.042 -0.013 0.130
H -1.7412 0.3222 -4.5633 0.026 0.049 -0.050 0.114
H -3.1817 -1.9934 -2.5212 0.043 0.086 -0.040 0.061
H -3.1743 -2.1202 -0.7521 0.028 0.021 0.024 0.059
H -1.9538 -2.9864 -1.7181 0.044 0.062 0.019 0.025
H -3.4935 0.4051 -2.7854 0.064 -0.070 -0.041 0.060
H -2.4879 1.7912 -2.3000 0.034 -0.014 -0.008 0.046
H -3.4890 0.9324 -1.1002 0.003 -0.033 0.003 0.056
C 3.1886 1.3439 3.1484 -0.246 -0.360 0.323 -0.132
S 2.3496 0.7045 1.6859 1.735 0.770 0.183 1.013
O 0.9882 1.3958 1.7087 -0.728 -0.009 -0.674 -0.491
C 3.2988 1.5590 0.4320 -0.028 -0.292 0.003 -0.414
C 4.2572 0.8310 -0.2658 -0.081 -0.071 0.147 -0.094
C 5.0094 1.4708 -1.2386 0.087 0.060 -0.036 -0.034
C 4.7920 2.8171 -1.5033 0.017 -0.039 0.017 -0.019
C 3.8425 3.5352 -0.7834 -0.036 0.054 0.006 -0.033
C 3.0876 2.9105 0.1958 -0.022 0.083 0.118 -0.069
H 3.2217 2.4281 3.0523 -0.044 -0.017 -0.117 0.087
H 4.1892 0.9137 3.1777 -0.015 -0.014 -0.068 0.090
H 2.6128 1.0443 4.0233 0.023 -0.048 -0.010 0.083
H 4.4415 -0.2055 -0.0093 0.029 0.023 -0.051 0.098
H 5.7839 0.9359 -1.7724 -0.024 -0.030 0.008 0.127
H 5.3836 3.3179 -2.2582 0.005 -0.002 0.008 0.129
H 3.7075 4.5918 -0.9742 -0.012 -0.005 0.011 0.128
H 2.3624 3.4623 0.7827 -0.039 0.028 -0.069 0.130
```
Forces are in eV/Å.



(3)
DFT (wB97M-V/def2-TZVPD) results for a structure of composition C31H34AsClGeO2PdSe2Te2.

Results
HOMO-LUMO gap (spin up / spin down) = 6.3240 / 6.3446 eV
electronic energy = -11591.65466 hartree
charge = +1
2S+1 = 2

```
75
Properties=species:S:1:pos:R:3:forces:R:3:lowdin_spin:R:1
Pd 1.1421 -0.3139 -0.3210 -0.470 0.045 0.412 0.517
Se 1.5029 -0.2502 -2.8103 0.037 -0.112 -0.278 0.049
Te 3.6083 0.6866 -2.1879 0.330 -0.045 -0.272 -0.001
Te 4.1752 -0.7591 0.1161 0.195 -0.035 0.158 0.056
Se 2.4061 -2.4466 0.0268 -0.026 -0.062 -0.082 0.250
Cl 2.0414 7.2082 -4.0383 0.022 -0.009 -0.001 0.000
C 2.3580 5.7484 -3.1715 -0.094 -0.032 0.042 0.000
C 3.6558 5.2828 -3.0371 0.063 -0.074 0.033 0.001
C 3.9039 4.1091 -2.3364 0.025 0.117 -0.083 0.000
C 2.8599 3.3946 -1.7725 -0.185 0.040 0.163 0.001
O 3.1019 2.2449 -1.0634 0.126 0.192 -0.109 0.003
C 1.5449 3.8660 -1.9007 0.011 -0.103 -0.077 0.001
C 0.3661 3.2041 -1.3102 0.053 0.371 0.061 0.005
O 0.3632 2.2386 -0.5820 -0.124 -0.030 -0.200 0.036
C 1.3104 5.0449 -2.6041 -0.002 0.041 -0.015 0.000
H 4.4740 5.8376 -3.4751 -0.003 0.008 0.002 0.000
H 4.9211 3.7567 -2.2185 -0.016 -0.019 0.015 0.000
H -0.5844 3.7237 -1.5457 0.009 -0.113 -0.026 0.001
H 0.2971 5.4151 -2.7035 0.010 0.004 -0.010 0.000
C -0.5428 -5.4907 2.3700 -0.001 0.017 -0.026 -0.001
C -0.2826 -5.7090 1.0254 0.009 0.005 0.012 0.000
C -0.3610 -4.6590 0.1196 0.047 -0.061 -0.033 -0.001
C -0.6982 -3.3762 0.5503 0.028 -0.037 -0.091 -0.002
C -0.9690 -3.1751 1.9012 -0.005 0.048 0.077 0.000
C -0.8927 -4.2197 2.8081 -0.024 -0.013 0.006 0.000
Ge -0.7454 -1.9169 -0.7254 -0.108 0.093 0.044 -0.018
C -2.2437 -0.7069 -0.4614 0.041 -0.074 0.052 -0.001
C -3.2598 -1.0195 0.4412 -0.045 0.061 0.008 -0.001
C -4.3267 -0.1488 0.6296 0.009 -0.007 0.018 0.000
C -4.3904 1.0388 -0.0837 0.036 -0.007 -0.046 -0.001
C -3.3908 1.3494 -0.9993 -0.081 0.015 -0.029 0.000
C -2.3268 0.4827 -1.1856 0.065 0.005 -0.019 0.001
C -0.7141 -2.5532 -2.5603 0.026 -0.075 -0.026 -0.003
C 0.3223 -3.3425 -3.0678 -0.041 0.021 -0.007 0.000
C 0.2639 -3.8370 -4.3603 -0.005 0.004 -0.008 0.000
C -0.8279 -3.5442 -5.1685 0.013 -0.014 -0.003 -0.001
C -1.8614 -2.7628 -4.6785 -0.012 0.004 0.003 0.000
C -1.8077 -2.2720 -3.3796 -0.010 0.042 0.021 -0.001
H -0.4823 -6.3106 3.0732 0.004 0.005 0.009 0.000
H -0.0178 -6.6987 0.6775 -0.007 -0.004 0.000 0.000
H -0.1590 -4.8530 -0.9274 -0.031 0.019 0.020 0.000
H -1.2585 -2.1930 2.2500 0.023 0.100 0.041 0.000
H -1.1138 -4.0457 3.8539 0.010 -0.006 -0.011 0.000
H -3.2422 -1.9480 0.9973 0.050 -0.034 -0.007 0.000
H -5.1093 -0.4069 1.3315 -0.008 0.019 -0.009 0.000
H -5.2221 1.7155 0.0614 0.000 0.004 0.005 0.000
H -3.4471 2.2654 -1.5740 -0.010 0.009 0.016 0.000
H -1.5448 0.7444 -1.8900 -0.003 -0.022 -0.020 0.001
H 1.1896 -3.5580 -2.4570 0.046 -0.005 0.016 0.001
H 1.0718 -4.4484 -4.7407 0.004 0.000 0.003 0.000
H -0.8711 -3.9277 -6.1795 0.000 0.000 0.002 0.000
H -2.7148 -2.5358 -5.3038 -0.002 0.001 0.003 0.000
H -2.6299 -1.6713 -3.0087 0.013 0.001 0.006 0.000
C 1.9138 -1.1476 3.6668 0.037 -0.047 -0.014 0.000
C 0.6581 -0.2932 3.5733 0.106 0.135 -0.015 0.006
As 0.5534 0.6868 1.8875 -0.067 -0.262 0.168 0.060
C -1.1511 1.6514 1.9881 0.043 -0.050 0.061 0.017
C -1.8380 1.6079 3.3472 -0.043 0.015 -0.021 0.004
C 1.8811 2.0900 2.1771 -0.002 -0.055 0.025 0.010
C 1.5731 3.0104 3.3505 0.038 -0.002 0.014 0.004
H 1.9800 -1.6300 4.6424 -0.015 0.003 0.011 0.000
H 2.8174 -0.5465 3.5416 0.009 -0.002 -0.010 0.001
H 1.9189 -1.9279 2.9043 0.000 0.032 0.016 0.000
H 0.6164 0.4434 4.3779 0.004 -0.018 -0.030 0.002
H -0.2349 -0.9005 3.6634 -0.144 -0.134 0.008 0.000
H -1.7889 1.2321 1.2152 -0.031 -0.008 -0.004 0.001
H -0.9255 2.6740 1.6863 0.004 0.011 0.008 0.001
H -2.1031 0.5899 3.6364 0.011 0.008 -0.009 0.000
H -2.7652 2.1821 3.3080 0.004 -0.003 -0.002 0.001
H -1.2215 2.0334 4.1384 0.015 0.002 0.017 0.000
H 1.9321 2.6340 1.2362 0.045 0.035 0.007 0.000
H 2.8398 1.5819 2.2974 0.005 0.023 0.027 0.001
H 0.6176 3.5186 3.2196 -0.014 0.015 0.013 0.000
H 2.3414 3.7797 3.4394 0.000 -0.006 -0.002 0.001
H 1.5427 2.4728 4.2995 0.006 0.011 -0.024 0.000
```
Forces are in eV/Å.



Question: What is the charge in the first record?
Answer: 0



Question: What is the electronic energy in the third record?
Answer: -11591.65466 hartree



Question: Number 2 is which compound?
Answer: C31H34As2N2O4SV



Question: Which value of electronic energy does entry 1 give?
Answer: -1481.42535 hartree